ORCA calculation (the ωB97M-V functional and the def2-TZVPD basis) on a structure of composition C14H34NO3P2ReSi.

Each line ends with the Mulliken charge.
Positions of all 56 atoms, in Å:
1 C -4.233652 -0.830181 0.511329  -0.83
2 C -2.836808 -0.911605 0.478647  0.47
3 N -2.109098 0.197514 0.194837  0.04
4 C -2.688607 1.414282 0.184170  0.62
5 C -4.071653 1.553632 0.340776  -0.76
6 C -4.855471 0.409618 0.503280  -0.50
7 C -2.168202 -2.208657 0.851332  -1.39
8 P -0.350278 -2.052215 0.652359  1.03
9 Re 0.179999 0.052509 -0.189699  0.14
10 P -0.112762 2.337172 -0.501553  1.12
11 C -1.844834 2.675094 0.016910  -1.44
12 O -2.822592 -3.201373 -4.098507  -0.62
13 O -0.489367 0.415651 -2.485411  -0.40
14 H -4.786622 -1.752108 0.642770  0.48
15 H -4.497316 2.559967 0.338782  0.47
16 H -5.935658 0.499276 0.599724  0.43
17 C 0.030060 -2.560117 2.389019  -1.49
18 C 0.172670 -3.533369 -0.290374  -1.29
19 H -2.327320 3.339178 -0.728302  0.53
20 H -1.783062 3.213673 0.985844  0.50
21 H -2.585029 -3.028225 0.319903  0.61
22 H -2.376054 -2.346174 1.943295  0.39
23 C 0.935474 3.537743 0.364250  -0.91
24 C -0.070501 3.126079 -2.160651  -1.62
25 H 0.825339 -1.238249 -1.094663  -0.36
26 H 0.080363 -0.001849 -3.178079  0.26
27 H -2.449537 -2.810377 -3.276412  0.28
28 H -3.645751 -3.583451 -3.687247  0.33
29 H 0.115838 0.371705 1.419325  -0.18
30 H -1.411827 0.299547 -2.841355  0.27
31 H -0.415629 -3.559399 2.553961  0.47
32 H 1.113601 -2.601487 2.570391  0.36
33 H -0.441072 -1.836059 3.078482  0.40
34 H -0.044349 -4.436656 0.300773  0.45
35 H -0.359225 -3.555503 -1.255796  0.34
36 H 1.258874 -3.445952 -0.469019  0.33
37 H -0.353456 4.183336 -2.170434  0.47
38 H 0.936369 3.031828 -2.578808  0.43
39 H -0.767340 2.604388 -2.820914  0.37
40 H 0.726318 4.557648 -0.001716  0.45
41 H 0.726376 3.451231 1.438488  0.40
42 H 1.984014 3.272553 0.157964  -0.02
43 C 4.420421 1.472242 -0.321980  -1.12
44 Si 3.547587 0.155241 0.697633  0.17
45 C 4.270100 -1.544472 0.373490  -1.04
46 C 3.693856 0.571312 2.532517  -0.99
47 O 1.976851 0.197420 0.210444  0.37
48 H 5.499698 1.456163 -0.114432  0.40
49 H 4.045753 2.479071 -0.094386  0.31
50 H 4.281440 1.282029 -1.394805  0.31
51 H 5.330639 -1.579423 0.661283  0.38
52 H 3.760864 -2.330304 0.943854  0.29
53 H 4.221479 -1.807921 -0.690254  0.31
54 H 3.261266 1.555332 2.758748  0.30
55 H 3.198871 -0.177750 3.165042  0.28
56 H 4.749555 0.606045 2.840686  0.40

Atoms 1-6, force components in eV/Å:
C 0.5126 0.0211 0.5110
C -1.1794 0.6718 -0.4379
N 0.8169 -0.3369 -0.2613
C -0.6531 0.3699 -0.1332
C 0.2494 -0.2183 0.1913
C 0.1464 0.3805 -0.4710

Values from the calculation:
net charge	+1
relative energy (zero: lowest compared OMol25 entry of this formula, charge and spin)	3.9	kcal/mol
orbital gap (spin up / spin down)	0.22194 / 0.31714	Eh
HOMO (spin up / spin down)	-8.73 / -12.05	eV
largest force on an atom	2.98	eV Å⁻¹
2S+1	4